1.
{"formula": "C13H16BIN5RuS2SbSe4", "method": "the ωB97M-V functional and the def2-TZVPD basis", "species": ["Ru", "Se", "Sb", "Se", "Se", "Se", "C", "N", "C", "C", "N", "B", "N", "C", "C", "N", "C", "C", "S", "C", "S", "H", "H", "H", "H", "H", "H", "H", "H", "H", "H", "H", "H", "I", "C", "C", "C", "C", "N", "C", "H", "H", "H", "H"], "xyz": [[-0.39, -1.20, -1.72], [2.32, -5.01, -3.45], [0.14, -3.89, -3.82], [-1.00, -3.66, -1.57], [0.52, -1.45, -4.17], [-1.06, -5.23, -5.52], [2.62, -3.13, 1.28], [2.56, -1.66, 1.39], [2.84, -0.87, 2.51], [2.71, 0.43, 2.14], [2.29, 0.50, 0.82], [2.17, 1.74, -0.15], [0.71, 2.37, -0.10], [0.24, 3.43, 0.67], [-0.92, 3.90, 0.19], [-1.24, 3.13, -0.91], [-2.34, 3.26, -1.86], [-0.20, 2.24, -1.12], [-0.17, 1.11, -2.41], [2.18, -0.82, 0.39], [1.76, -1.24, -1.18], [1.70, -3.62, 1.69], [3.50, -3.52, 1.77], [2.62, -3.34, 0.20], [3.21, -1.35, 3.40], [2.91, 1.40, 2.68], [3.00, 2.64, 0.09], [2.48, 1.43, -1.27], [0.79, 3.72, 1.58], [-1.61, 4.66, 0.49], [-3.33, 3.26, -1.32], [-2.32, 2.44, -2.60], [-2.25, 4.23, -2.38], [-4.90, 1.66, 1.07], [-3.22, 0.34, 1.15], [-2.82, -0.27, 2.36], [-1.86, -1.30, 2.30], [-1.31, -1.60, 1.07], [-1.58, -0.93, -0.06], [-2.59, -0.03, -0.04], [-3.21, 0.08, 3.28], [-1.50, -1.83, 3.17], [-0.62, -2.44, 0.99], [-2.82, 0.38, -1.01]], "nbo_charge": [0.63, -0.65, 1.01, -0.69, -0.27, -0.71, -0.42, -0.36, -0.11, -0.05, -0.50, 0.15, -0.50, -0.05, -0.10, -0.37, -0.43, 0.28, -0.26, 0.24, -0.10, 0.20, 0.21, 0.28, 0.22, 0.23, -0.05, 0.01, 0.22, 0.22, 0.21, 0.26, 0.20, 0.13, -0.17, -0.19, -0.24, 0.06, -0.49, 0.01, 0.22, 0.23, 0.24, 0.23], "e_lumo_ev": [1.4, 0.4], "e_above_lowest_kcal_mol": 43.27, "s_squared": 8.797, "max_force_ev_per_a": 3.434, "gap_ev": [4.437, 4.321], "energy_ev": -322146.0308, "charge": -1, "spin_multiplicity": 6, "homo_energy_ha": [-0.1130, -0.1428]}


2.
{"formula": "C13H16BNO16P2Si2", "method": "the ωB97M-V functional and the def2-TZVPD basis", "species": ["N", "C", "O", "Si", "O", "Si", "O", "B", "O", "O", "P", "O", "O", "P", "O", "H", "H", "H", "H", "H", "H", "H", "H", "C", "C", "C", "O", "C", "C", "C", "O", "O", "O", "H", "H", "H", "H", "C", "C", "C", "O", "C", "C", "C", "O", "O", "O", "H", "H", "H", "H"], "xyz": [[4.19, -1.83, -0.83], [3.32, -1.68, -1.65], [2.24, -1.67, -2.53], [1.20, -0.29, -2.28], [-0.29, -0.62, -3.11], [-1.67, -0.01, -2.24], [-2.37, 1.42, -2.92], [-1.69, 2.62, -2.49], [-1.83, 3.24, -1.19], [-0.83, 3.27, -3.45], [-3.24, -1.61, -2.47], [-3.41, -1.71, -4.20], [-4.74, -0.88, -1.97], [2.00, 1.57, -3.24], [1.53, 1.64, -4.71], [0.90, -0.12, -0.86], [-1.44, 0.19, -0.81], [-1.30, 2.69, -0.56], [-1.36, 3.68, -4.17], [-2.51, -1.49, -4.54], [-4.47, -0.14, -1.38], [3.43, 1.64, -3.20], [1.48, 2.66, -2.44], [-4.95, 5.95, 1.50], [-4.75, 4.84, 0.80], [-4.82, 3.49, 1.43], [-4.65, 2.49, 0.75], [-5.08, 3.43, 2.87], [-5.28, 4.54, 3.58], [-5.24, 5.89, 2.94], [-5.44, 6.88, 3.61], [-5.53, 4.50, 4.92], [-4.47, 4.88, -0.54], [-4.90, 6.93, 1.05], [-5.11, 2.44, 3.33], [-5.63, 5.43, 5.19], [-4.37, 3.95, -0.81], [7.02, -4.86, 1.75], [5.88, -4.23, 1.45], [4.56, -4.92, 1.60], [3.53, -4.32, 1.34], [4.56, -6.32, 2.05], [5.71, -6.94, 2.34], [7.02, -6.24, 2.22], [8.04, -6.84, 2.52], [5.72, -8.23, 2.76], [5.86, -2.95, 1.01], [7.98, -4.37, 1.65], [3.60, -6.81, 2.14], [6.66, -8.45, 2.91], [4.92, -2.73, 0.87]], "nbo_charge": [-0.40, 0.55, -0.78, 1.54, -1.19, 1.43, -1.05, 1.32, -0.93, -0.94, 0.90, -0.95, -0.94, 0.98, -1.05, -0.20, -0.21, 0.50, 0.52, 0.49, 0.49, -0.02, -0.03, -0.36, 0.30, 0.48, -0.54, -0.37, 0.31, 0.47, -0.52, -0.63, -0.63, 0.25, 0.25, 0.51, 0.51, -0.36, 0.30, 0.47, -0.53, -0.37, 0.30, 0.47, -0.53, -0.64, -0.63, 0.24, 0.24, 0.50, 0.52], "e_lumo_ev": -1.8, "max_force_ev_per_a": 5.521, "gap_ev": 7.164, "energy_ev": -83003.9657, "charge": 0, "spin_multiplicity": 1, "homo_energy_ha": -0.3289}


3.
{"formula": "C13H16BrHgN2SSi", "method": "the ωB97M-V functional and the def2-TZVPD basis", "species": ["Hg", "C", "Si", "C", "C", "C", "C", "C", "C", "N", "C", "S", "H", "H", "H", "H", "H", "H", "H", "H", "H", "H", "H", "H", "Br", "C", "C", "C", "N", "C", "C", "H", "H", "H", "H"], "xyz": [[-0.52, 2.98, 1.73], [-1.42, -3.14, 0.33], [-2.46, -1.96, -0.72], [-2.97, -2.86, -2.30], [-4.02, -1.42, 0.19], [-1.42, -0.46, -1.27], [-1.18, -0.18, -2.61], [-0.43, 0.92, -2.99], [0.06, 1.74, -2.00], [-0.16, 1.52, -0.71], [-0.86, 0.44, -0.33], [-1.06, 0.16, 1.37], [-2.01, -4.03, 0.57], [-1.11, -2.69, 1.27], [-0.52, -3.47, -0.20], [-3.56, -3.74, -2.05], [-2.11, -3.20, -2.87], [-3.58, -2.22, -2.95], [-4.62, -2.30, 0.43], [-4.63, -0.75, -0.41], [-3.79, -0.91, 1.13], [-1.61, -0.83, -3.37], [-0.25, 1.14, -4.04], [0.64, 2.62, -2.23], [6.82, 1.82, 3.06], [5.01, 1.97, 2.52], [4.39, 0.91, 1.87], [3.07, 1.08, 1.46], [2.39, 2.20, 1.67], [2.99, 3.19, 2.31], [4.30, 3.13, 2.76], [4.92, -0.02, 1.69], [2.55, 0.29, 0.94], [2.41, 4.09, 2.47], [4.75, 3.96, 3.28]], "lowdin_spin": [0.44, 0.01, 0.01, 0.00, 0.00, 0.02, 0.00, 0.01, 0.00, 0.02, 0.03, 0.41, 0.00, 0.01, 0.00, 0.00, 0.00, 0.00, 0.00, 0.00, 0.00, 0.00, 0.00, 0.00, 0.00, 0.00, 0.00, 0.00, 0.01, 0.01, 0.00, 0.00, 0.00, 0.01, 0.00], "e_lumo_ev": [0.6, -2.2], "e_above_lowest_kcal_mol": 5.38, "s_squared": 0.766, "max_force_ev_per_a": 1.072, "gap_ev": [8.585, 5.704], "energy_ev": -109651.2629, "charge": 0, "spin_multiplicity": 2, "homo_energy_ha": [-0.2937, -0.2921]}


4.
{"formula": "C13H16ClFeN3O8", "method": "the ωB97M-V functional and the def2-TZVPD basis", "species": ["Fe", "C", "C", "C", "C", "C", "C", "C", "H", "H", "H", "H", "H", "H", "H", "H", "C", "C", "N", "C", "C", "N", "C", "O", "O", "C", "O", "O", "H", "H", "H", "H", "H", "N", "H", "H", "H", "O", "Cl", "O", "O", "O"], "xyz": [[9.32, 9.21, 6.86], [8.58, 11.05, 12.93], [9.62, 10.69, 11.97], [10.54, 11.60, 11.54], [11.57, 11.29, 10.60], [11.82, 9.93, 10.32], [10.97, 8.93, 10.91], [9.90, 9.31, 11.72], [8.18, 12.04, 12.71], [8.98, 10.99, 13.96], [7.65, 10.41, 12.92], [10.37, 12.65, 11.85], [12.13, 12.01, 10.11], [12.50, 9.56, 9.58], [11.28, 7.83, 10.80], [9.29, 8.54, 12.14], [5.94, 9.22, 5.04], [6.25, 8.69, 6.35], [7.46, 8.55, 6.89], [7.28, 7.91, 8.08], [5.94, 7.73, 8.32], [5.31, 8.22, 7.25], [5.21, 7.21, 9.49], [5.95, 6.87, 10.51], [4.01, 7.07, 9.37], [8.46, 7.51, 8.79], [8.35, 6.91, 9.86], [9.57, 7.69, 8.15], [5.01, 8.74, 4.68], [6.65, 8.94, 4.27], [5.91, 10.33, 5.04], [4.35, 8.24, 7.20], [6.95, 6.95, 10.32], [9.07, 10.78, 8.37], [8.12, 11.01, 8.65], [9.57, 11.64, 8.13], [9.56, 10.48, 9.25], [8.55, 10.91, 5.25], [9.99, 11.09, 4.92], [10.62, 9.81, 5.39], [10.24, 11.19, 3.53], [10.49, 12.16, 5.73]], "nbo_charge": [1.54, -0.64, -0.05, -0.21, -0.23, -0.24, -0.20, -0.21, 0.22, 0.23, 0.22, 0.21, 0.22, 0.22, 0.24, 0.23, -0.68, 0.41, -0.58, -0.03, 0.04, -0.46, 0.76, -0.66, -0.60, 0.77, -0.64, -0.80, 0.23, 0.26, 0.26, 0.44, 0.50, -1.14, 0.39, 0.41, 0.42, -0.88, 2.50, -0.92, -0.75, -0.80], "e_lumo_ev": [0.0, -0.2], "e_above_lowest_kcal_mol": 18.33, "s_squared": 6.008, "max_force_ev_per_a": 3.467, "gap_ev": [9.487, 9.351], "energy_ev": -81496.1689, "charge": 0, "spin_multiplicity": 5, "homo_energy_ha": [-0.3495, -0.3492]}